No. 1
Entry from the Open Molecules 2025 dataset: a 7-piece molecular cluster, C53H51F7IN6O7PS overall (wB97M-V/def2-TZVPD).

Calculated values
highest occupied orbital energy: -9.09 eV
Kohn-Sham gap: 7.76 eV
structure (SMILES): [H]/N=C(/N)NCCCCN1C(=O)c2c(CCCI)c(OC#N)c(P(=N)(O)O)c(S(=O)(=O)F)c2C1=O.Fc1ccccc1.Fc1ccccc1.Fc1ccccc1.Fc1ccccc1.Fc1ccccc1.Fc1ccccc1
spin multiplicity: 1

CARTESIAN COORDINATES (ANGSTROEM)
1 N 0.8221 -2.5339 3.0525
2 C -0.2591 -2.8872 3.2326
3 O -1.4823 -3.2695 3.4650
4 C -2.3379 -3.0819 2.3565
5 C -3.3104 -2.1254 2.5780
6 C -3.3866 -1.3846 3.8838
7 C -2.2054 -0.4111 4.0868
8 C -2.5667 1.0542 3.9023
9 I -2.6099 1.5694 1.8338
10 C -4.1819 -1.9129 1.5267
11 C -4.0351 -2.5370 0.2963
12 C -2.9999 -3.4455 0.0982
13 S -2.7027 -4.1182 -1.5263
14 O -1.2971 -4.2307 -1.6740
15 O -3.4944 -3.5000 -2.5161
16 F -3.3246 -5.5451 -1.3126
17 C -2.1591 -3.8112 1.1813
18 P -0.8593 -5.1809 1.2154
19 N -0.7307 -5.8091 2.6227
20 O 0.4528 -4.5722 0.5797
21 O -1.2027 -6.2943 0.1428
22 C -5.1839 -2.0241 -0.5805
23 O -5.4691 -2.2083 -1.7209
24 N -5.9779 -1.2091 0.2572
25 C -7.4398 -1.3054 0.1566
26 C -7.9430 -2.7495 0.3086
27 C -8.6401 -3.0254 1.6612
28 C -7.7658 -3.8941 2.5770
29 N -7.9145 -3.4937 3.9905
30 C -6.9088 -4.0114 4.8351
31 N -5.9412 -3.3547 5.3401
32 N -7.0774 -5.3543 5.1471
33 C -5.3969 -1.0445 1.5031
34 O -5.8158 -0.3324 2.3825
35 H -3.3578 -2.1225 4.6847
36 H -4.3360 -0.8642 3.9204
37 H -1.4170 -0.6327 3.3667
38 H -1.7846 -0.5541 5.0824
39 H -3.5527 1.2883 4.2947
40 H -1.8221 1.6877 4.3742
41 H -1.3555 -5.4168 3.3102
42 H 0.5132 -3.6193 0.7200
43 H -2.0344 -6.7301 0.3837
44 H -7.7885 -0.8458 -0.7649
45 H -7.8257 -0.6914 0.9684
46 H -7.1314 -3.4681 0.1917
47 H -8.6396 -2.9564 -0.5013
48 H -8.8781 -2.0892 2.1651
49 H -9.5728 -3.5519 1.4663
50 H -8.0761 -4.9363 2.4939
51 H -6.7142 -3.8117 2.2726
52 H -7.8854 -2.4823 4.0404
53 H -5.9928 -2.3817 5.0528
54 H -6.2026 -5.7384 5.4796
55 H -7.4328 -5.8985 4.3740
56 F -2.8825 -8.5243 1.1053
57 C -1.8756 -9.4098 1.3707
58 C -1.8802 -10.6236 0.7184
59 C -0.8511 -11.5150 0.9881
60 C 0.1462 -11.1803 1.8941
61 C 0.1180 -9.9479 2.5342
62 C -0.9015 -9.0442 2.2732
63 H -2.6699 -10.8612 0.0183
64 H -0.8293 -12.4724 0.4854
65 H 0.9455 -11.8797 2.0993
66 H 0.8935 -9.6831 3.2401
67 H -0.9465 -8.0712 2.7457
68 F 0.4801 2.1921 2.6953
69 C 1.5691 2.1234 1.8982
70 C 1.8929 0.9103 1.3279
71 C 3.0095 0.8453 0.5066
72 C 3.7793 1.9770 0.2769
73 C 3.4312 3.1849 0.8665
74 C 2.3130 3.2655 1.6840
75 H 1.2829 0.0403 1.5318
76 H 3.2789 -0.0962 0.0466
77 H 4.6508 1.9190 -0.3596
78 H 4.0336 4.0656 0.6916
79 H 2.0160 4.1955 2.1497
80 F 6.6932 3.1868 0.7124
81 C 7.7798 3.1111 -0.0862
82 C 8.1051 1.8931 -0.6474
83 C 9.2192 1.8215 -1.4714
84 C 9.9856 2.9529 -1.7146
85 C 9.6372 4.1654 -1.1339
86 C 8.5219 4.2521 -0.3127
87 H 7.4965 1.0238 -0.4374
88 H 9.4877 0.8765 -1.9240
89 H 10.8542 2.8904 -2.3561
90 H 10.2345 5.0455 -1.3172
91 H 8.2272 5.1866 0.1464
92 F 10.8983 7.2173 -1.4349
93 C 10.0435 8.2245 -1.7270
94 C 8.9080 7.9388 -2.4575
95 C 8.0388 8.9765 -2.7613
96 C 8.3138 10.2697 -2.3387
97 C 9.4629 10.5277 -1.6047
98 C 10.3385 9.4990 -1.2905
99 H 8.7174 6.9249 -2.7844
100 H 7.1439 8.7710 -3.3329
101 H 7.6342 11.0748 -2.5825
102 H 9.6841 11.5347 -1.2780
103 H 11.2396 9.6775 -0.7190
104 F -10.9125 -2.2975 -1.1106
105 C -11.1310 -2.0901 -2.4308
106 C -10.9034 -0.8327 -2.9498
107 C -11.1225 -0.6287 -4.3045
108 C -11.5656 -1.6702 -5.1077
109 C -11.7884 -2.9240 -4.5559
110 C -11.5682 -3.1449 -3.2041
111 H -10.5635 -0.0350 -2.3032
112 H -10.9448 0.3485 -4.7323
113 H -11.7362 -1.5046 -6.1625
114 H -12.1359 -3.7368 -5.1791
115 H -11.7292 -4.1144 -2.7529
116 F 10.1688 8.7301 -6.4209
117 C 10.9661 9.7034 -5.9342
118 C 11.2220 10.8097 -6.7191
119 C 12.0395 11.8078 -6.2089
120 C 12.5885 11.6863 -4.9394
121 C 12.3156 10.5614 -4.1734
122 C 11.4947 9.5593 -4.6685
123 H 10.7877 10.8807 -7.7070
124 H 12.2478 12.6844 -6.8076
125 H 13.2275 12.4669 -4.5492
126 H 12.7427 10.4600 -3.1846
127 H 11.2637 8.6780 -4.0874


No. 2
Entry from the Open Molecules 2025 dataset: an isolated ion of composition C4H11N2O and charge -1 at a distorted geometry (wB97M-V/def2-TZVPD).

Calculated values
highest occupied orbital energy: -2.29 eV
Kohn-Sham gap: 6.46 eV
structure (SMILES): NCCNCC[O-]
energy relative to the best compared isomer or geometry (same formula, charge and spin): 29.6 kcal per mole
spin multiplicity: 1
total charge: -1

CARTESIAN COORDINATES (ANGSTROEM)
1 N -2.6254 0.4800 0.6251
2 C -1.5971 -0.3338 1.2893
3 C -0.1871 -0.1134 0.7636
4 N -0.1044 -0.6306 -0.5961
5 C 1.2645 -0.5310 -1.1528
6 C 1.9293 0.8168 -0.9227
7 O 2.3472 0.9885 0.3607
8 H -2.5412 0.2466 -0.3789
9 H -2.2768 1.4293 0.6498
10 H -1.6599 -0.1414 2.3605
11 H -1.8467 -1.3832 1.1781
12 H 0.5990 -0.5341 1.4093
13 H 0.0493 0.9556 0.7966
14 H -0.3091 -1.6169 -0.4784
15 H 1.1205 -0.7996 -2.2244
16 H 1.9031 -1.3563 -0.7934
17 H 2.7426 0.9189 -1.6818
18 H 1.1923 1.6045 -1.2045


No. 3
Entry from the Open Molecules 2025 dataset: a 4-piece molecular cluster, C2H11NO5 overall at a distorted geometry (wB97M-V/def2-TZVPD).

Calculated values
highest occupied orbital energy (alpha / beta): -14.67 / -14.67 eV
Kohn-Sham gap (alpha / beta): 10.30 / 5.26 eV
energy relative to the best compared isomer or geometry (same formula, charge and spin): 9.3 kcal per mole
spin multiplicity: 2
total charge: +1
<S²>: 0.755

CARTESIAN COORDINATES (ANGSTROEM)
1 O -1.0886 -2.4225 -1.0506
2 C -1.6255 -1.3093 -0.8158
3 N -0.9930 -0.1987 -0.7197
4 C 0.4494 0.0084 -0.9190
5 O 1.2061 -0.0889 0.2472
6 H -2.6950 -1.2085 -0.5799
7 H -1.5348 0.6707 -0.4903
8 H 0.6382 1.0191 -1.2608
9 H 0.7728 -0.6685 -1.7203
10 H 1.4419 -0.9989 0.4864
11 H 1.1027 1.5118 0.9521
12 H 1.0344 2.4818 2.2160
13 O 0.8361 2.3808 1.3087
14 H 0.8986 -3.3153 0.1977
15 H 2.3754 -3.2060 -0.1806
16 O 1.6915 -2.8893 0.4755
17 H -2.1151 3.2850 0.6249
18 H -0.7630 2.4854 0.8585
19 O -1.6321 2.4628 0.3700


What is the spin multiplicity in the first record?
1